(1)
Computed, not measured: one molecule with the formula C19H22N2O4S2, with wB97M-V/def2-TZVPD.

XYZ file:
```
49
Properties=species:S:1:pos:R:3:mulliken_charge:R:1
C 1.559 -0.255 -5.827 -1.4598
C 0.778 -0.879 -4.593 0.0231
C -0.127 -2.048 -4.826 -0.8008
S -1.661 -1.516 -5.612 1.1644
C -2.492 -0.306 -4.591 -0.9600
O -2.578 -2.707 -5.674 -0.6909
O -1.492 -0.945 -6.938 -0.6214
C 0.841 -0.158 -3.364 0.8084
S -0.127 -0.672 -1.955 -0.2648
C 0.436 0.809 -1.115 0.7091
N 0.037 1.257 0.151 0.2953
C 1.074 1.922 0.878 -0.5276
C 1.528 1.156 2.119 -0.8414
C 0.278 0.705 2.878 1.2416
C -0.841 -0.028 1.934 -0.5250
C -1.230 0.857 0.783 -0.9218
O -0.105 1.963 3.417 -0.4504
C -0.939 1.761 4.607 -0.5614
C -0.228 0.558 5.206 0.3934
C -0.316 -0.097 6.416 -0.8176
C 0.272 -1.360 6.556 -0.4243
C 0.880 -2.002 5.529 -0.6565
C 1.031 -1.313 4.288 -0.3384
C 0.395 -0.054 4.168 -0.4241
N 1.265 1.549 -1.834 -0.5954
C 1.576 1.000 -3.043 -0.0500
O 2.239 1.673 -3.757 -0.5909
H 2.016 -0.921 -6.509 0.4141
H 0.782 0.287 -6.277 0.3694
H 2.433 0.337 -5.521 0.3782
H -0.298 -2.591 -3.828 0.4547
H 0.367 -2.873 -5.402 0.4109
H -3.332 -0.069 -5.215 0.3948
H -2.746 -0.852 -3.736 0.3536
H -1.849 0.473 -4.290 0.3143
H 0.567 2.914 1.189 0.2821
H 2.020 2.063 0.303 0.3461
H 2.172 0.336 1.940 0.4207
H 2.086 1.911 2.698 0.3502
H -0.388 -0.952 1.426 0.2687
H -1.741 -0.286 2.535 0.4353
H -1.762 0.161 0.172 0.3961
H -1.911 1.672 1.011 0.3216
H -1.976 1.465 4.313 0.2288
H -1.065 2.572 5.382 0.4017
H -0.745 0.324 7.346 0.3447
H 0.150 -2.006 7.398 0.3791
H 1.484 -2.924 5.659 0.3092
H 1.682 -1.912 3.603 0.3129
```

The total charge is 0. Its total energy is -52896.8475 eV. For the energy above the lowest of the compared OMol25 structures with the same formula, charge and spin, the calculation gives 106.9 kcal/mol. Its frontier orbital gap is 8.512 eV. The SMILES is C/C(CS(C)(=O)=O)=C1/SC(N2CCC3(CC2)OCc2ccccc23)=NC1=O. Its lowest unoccupied orbital energy is -0.6 eV.

(2)
Computed, not measured: one molecule with the formula C19H22N2O5, with wB97M-V/def2-TZVPD.

XYZ file:
```
48
Properties=species:S:1:pos:R:3:mulliken_charge:R:1
C 7.272 1.377 -5.637 -1.2105
C 7.808 1.957 -4.314 -0.1729
O 6.747 2.618 -3.543 -0.3290
C 5.999 1.922 -2.729 0.2548
O 6.237 0.803 -2.263 -0.6075
C 4.603 2.362 -2.618 0.3751
C 3.476 1.574 -2.076 0.2413
C 2.315 2.264 -2.331 0.1009
C 1.015 1.761 -1.954 0.8687
C -0.163 2.459 -2.551 -1.4244
N 0.852 0.783 -1.179 -0.5416
O -0.443 0.170 -0.732 -0.2060
C -1.088 0.797 0.328 0.3207
O -0.924 1.970 0.669 -0.6134
C -2.076 0.022 1.166 0.4745
C -2.421 0.534 2.350 -0.5468
C -3.234 -0.182 3.291 -0.5754
C -3.673 -1.487 2.906 0.5485
C -4.502 -2.506 3.740 1.9397
C -5.730 -3.274 3.005 -1.4249
C -3.506 -3.644 4.213 -1.5126
C -5.097 -1.795 4.945 -1.7567
C -3.253 -1.997 1.625 -0.8088
C -2.486 -1.205 0.786 -0.7459
O 2.636 3.443 -2.973 -0.2568
N 4.041 3.448 -3.091 -0.5070
H 7.956 0.765 -6.148 0.4173
H 6.924 2.149 -6.227 0.3560
H 6.406 0.698 -5.522 0.2973
H 8.670 2.677 -4.524 0.2803
H 8.188 1.022 -3.942 0.2862
H 3.578 0.585 -1.632 0.4879
H -0.388 3.256 -1.871 0.3083
H -0.987 1.783 -2.747 0.3837
H 0.142 2.809 -3.554 0.4481
H -2.098 1.567 2.570 0.3964
H -3.478 0.187 4.277 0.2771
H -6.541 -2.603 2.796 0.4182
H -6.167 -4.028 3.654 0.4103
H -5.533 -3.654 1.979 0.2844
H -3.990 -4.217 4.961 0.4385
H -3.229 -4.349 3.389 0.3484
H -2.503 -3.273 4.485 0.3536
H -5.911 -1.160 4.521 0.3919
H -4.419 -1.208 5.510 0.4363
H -5.509 -2.488 5.739 0.3247
H -3.378 -3.010 1.363 0.3800
H -2.136 -1.679 -0.112 0.3909
```

The total charge is 0. Its total energy is -33272.1994 eV. For the energy above the lowest of the compared OMol25 structures with the same formula, charge and spin, the calculation gives 183.3 kcal/mol. Its frontier orbital gap is 9.084 eV. The SMILES is CCOC(=O)c1cc(/C(C)=N/OC(=O)c2ccc(C(C)(C)C)cc2)on1. Its lowest unoccupied orbital energy is -0.2 eV.

(3)
Computed, not measured: one molecule with the formula C19H22N2O6, with wB97M-V/def2-TZVPD.

XYZ file:
```
49
Properties=species:S:1:pos:R:3:mulliken_charge:R:1
C -4.251 0.143 2.157 -1.0542
C -4.529 0.932 0.884 -0.5585
C -3.462 0.747 -0.200 -0.6621
O -2.246 1.398 0.128 -0.3193
C -1.207 0.729 0.677 0.6393
C -1.176 -0.624 1.009 0.0805
C -0.034 -1.171 1.552 -1.1269
C 1.119 -0.411 1.753 0.1753
C 2.294 -1.098 2.319 0.2455
O 2.185 -2.085 3.014 -0.6386
C 3.679 -0.571 1.954 -0.6851
C 4.436 -1.679 1.201 -0.8172
C 3.793 -1.847 -0.150 0.6965
O 4.184 -1.331 -1.170 -0.6750
O 2.694 -2.598 -0.081 -0.2733
C 1.966 -2.851 -1.280 -0.9061
C 0.954 -1.745 -1.613 0.7083
O -0.235 -1.954 -1.667 -0.6202
N 1.544 -0.548 -1.853 0.1412
C 0.873 0.632 -2.098 0.2948
C -0.493 0.836 -2.420 0.0514
C -0.591 2.192 -2.538 0.3564
C -1.735 3.091 -2.818 -1.3040
O 0.613 2.744 -2.318 -0.1789
N 1.518 1.774 -2.046 -0.7571
C 1.083 0.946 1.423 -0.2823
C -0.064 1.505 0.911 -0.6821
H -3.295 0.430 2.590 0.2487
H -5.029 0.337 2.891 0.3896
H -4.235 -0.926 1.955 0.2569
H -4.588 1.996 1.121 0.2590
H -5.488 0.625 0.464 0.4023
H -3.301 -0.312 -0.419 0.4419
H -3.801 1.238 -1.119 0.3617
H -2.028 -1.263 0.850 0.4542
H -0.009 -2.217 1.817 0.4323
H 4.216 -0.351 2.879 0.4162
H 3.633 0.327 1.341 0.3513
H 4.361 -2.607 1.768 0.3619
H 5.479 -1.397 1.061 0.4144
H 1.422 -3.781 -1.107 0.3246
H 2.665 -2.962 -2.117 0.4121
H 2.557 -0.467 -1.800 0.3275
H -1.246 0.088 -2.533 0.4841
H -2.258 3.312 -1.888 0.1733
H -2.429 2.614 -3.505 0.3496
H -1.374 4.024 -3.244 0.4048
H 1.937 1.581 1.596 0.4316
H -0.103 2.556 0.667 0.4535
```

The total charge is 0. Its total energy is -35324.8796 eV. For the energy above the lowest of the compared OMol25 structures with the same formula, charge and spin, the calculation gives 47.4 kcal/mol. Its frontier orbital gap is 9.105 eV. The SMILES is CCCOc1ccc(C(=O)CCC(=O)OCC(=O)Nc2cc(C)on2)cc1. Its lowest unoccupied orbital energy is 0.5 eV.

(4)
Computed, not measured: one molecule with the formula C19H22N2O6S, with wB97M-V/def2-TZVPD.

XYZ file:
```
50
Properties=species:S:1:pos:R:3:mulliken_charge:R:1
C -3.918 3.147 -0.601 -0.9052
O -3.230 2.575 -1.683 -0.4295
C -1.886 2.369 -1.556 1.0008
C -1.134 2.662 -0.432 -0.6484
C 0.232 2.418 -0.401 -0.6673
C 0.860 1.864 -1.502 -0.5428
N 2.232 1.611 -1.470 -0.2964
S 2.961 1.034 -0.073 1.1780
O 3.058 2.090 0.886 -0.6686
O 4.179 0.423 -0.525 -0.7330
C 1.806 -0.193 0.543 0.9096
C 1.232 0.058 1.770 -1.0671
C 0.299 -0.820 2.305 0.4726
C -0.042 -1.979 1.589 0.5664
C 0.567 -2.212 0.360 -0.6365
C 1.485 -1.328 -0.189 -0.0715
C 2.096 -1.608 -1.525 -1.8989
N -0.939 -2.904 2.167 0.0885
C -1.764 -3.704 1.417 1.0069
C -2.633 -4.679 2.183 -1.5497
O -1.797 -3.651 0.208 -0.6195
C -1.003 -2.783 3.610 -0.7079
C -1.285 -1.319 3.950 -0.5683
O -0.224 -0.500 3.524 -0.5007
C 0.114 1.561 -2.642 -0.3336
C -1.246 1.814 -2.686 0.6240
O -2.050 1.563 -3.753 -0.4330
C -1.480 0.997 -4.906 -0.9250
H -3.537 4.146 -0.362 0.3554
H -3.864 2.516 0.293 0.3429
H -4.955 3.226 -0.923 0.2340
H -1.598 3.093 0.439 0.3922
H 0.814 2.670 0.469 0.7118
H 2.618 1.191 -2.301 0.3524
H 1.509 0.942 2.318 0.5905
H 0.309 -3.103 -0.186 0.4751
H 2.081 -2.675 -1.731 0.5401
H 1.520 -1.110 -2.305 0.1753
H 3.120 -1.246 -1.555 0.3377
H -2.040 -5.298 2.852 0.3787
H -3.400 -4.157 2.752 0.3779
H -3.124 -5.317 1.453 0.3542
H -1.779 -3.416 4.028 0.5413
H -0.035 -3.068 4.039 0.1989
H -1.372 -1.169 5.028 0.3864
H -2.221 -1.007 3.464 0.3004
H 0.621 1.142 -3.498 0.3619
H -0.711 1.646 -5.338 0.3518
H -2.300 0.892 -5.615 0.2354
H -1.052 0.010 -4.701 0.3617
```

The total charge is 0. Its total energy is -46159.5760 eV. For the energy above the lowest of the compared OMol25 structures with the same formula, charge and spin, the calculation gives 36.8 kcal/mol. Its frontier orbital gap is 8.227 eV. The SMILES is COc1ccc(NS(=O)(=O)c2cc3c(cc2C)N(C(C)=O)CCO3)cc1OC. Its lowest unoccupied orbital energy is 0.5 eV.

(5)
Computed, not measured: C19H22N4O4Ru as an isolated structure, with wB97M-V/def2-TZVPD.

XYZ file:
```
50
Properties=species:S:1:pos:R:3:mulliken_charge:R:1
Ru -0.862 -0.769 -0.001 0.5929
O 2.992 2.911 -2.293 -0.6409
C 3.635 2.456 -1.204 0.6131
C 4.906 2.988 -0.976 -0.7122
C 5.649 2.582 0.107 -0.2979
C 5.154 1.626 1.003 -0.7941
C 3.911 1.095 0.781 -0.4671
C 3.122 1.489 -0.316 0.1937
C 1.816 0.851 -0.464 0.7787
O 1.435 -0.075 0.281 -0.6391
N 0.995 1.318 -1.480 -0.7454
N -0.181 0.732 -1.397 0.4266
C -0.954 0.821 -2.561 -0.9463
C -1.802 -0.247 -2.780 0.9673
C -2.635 -0.369 -3.916 -1.0100
C -3.353 -1.518 -4.109 -0.1331
C -3.238 -2.559 -3.179 -1.0500
C -2.442 -2.380 -2.067 -0.0671
N -1.759 -1.255 -1.829 0.1284
H 2.119 2.471 -2.348 0.5692
H 5.279 3.724 -1.675 0.4453
H 6.631 3.009 0.264 0.3839
H 5.743 1.315 1.854 0.4330
H 3.503 0.352 1.452 0.2184
H -0.843 1.650 -3.246 0.3932
H -2.668 0.447 -4.624 0.4157
H -3.985 -1.630 -4.979 0.4354
H -3.758 -3.496 -3.314 0.3988
H -2.339 -3.164 -1.330 0.6069
N -4.487 1.355 1.122 -0.3788
C -3.371 0.634 0.990 0.5111
O -2.501 0.933 0.161 -0.4159
C -3.152 -0.558 1.873 -0.3014
C -2.432 -1.637 1.068 -1.3669
H -4.601 2.189 0.569 0.2526
H -5.179 1.130 1.814 0.2054
H -4.086 -0.924 2.307 0.4631
H -2.524 -0.213 2.695 0.2280
H -3.111 -2.086 0.347 0.7050
H -2.028 -2.420 1.712 0.3204
C 1.346 -2.189 2.080 -1.1726
C 0.670 -0.997 2.673 1.2040
C 1.170 -0.496 3.988 -1.3066
O -0.288 -0.438 2.146 -0.4845
H 1.183 -3.041 2.746 0.4508
H 2.420 -2.016 2.022 0.3491
H 0.972 -2.436 1.089 0.1949
H 1.070 -1.281 4.742 0.3657
H 0.623 0.390 4.296 0.3369
H 2.235 -0.273 3.905 0.3424
```

Its spin multiplicity is 6. The total charge is +1. Its total energy is -36784.0543 eV. For the energy above the lowest of the compared OMol25 structures with the same formula, charge and spin, the calculation gives 5.4 kcal/mol. Its frontier orbital gap (spin up / spin down) is 6.849 / 5.839 eV. Its lowest unoccupied orbital energy (spin up / spin down) is -2.6 / -4.9 eV.